{"formula": "C35H35BrCrIN3O3Si", "method": "ωB97M-V/def2-TZVPD", "spin_multiplicity": 4, "orbital_gap_ev": [7.60, 7.52], "charge": 1, "e_homo_ev": [-11.04, -11.16], "elements": ["Cr", "C", "C", "N", "C", "C", "C", "O", "C", "C", "N", "C", "C", "C", "C", "C", "C", "I", "C", "O", "H", "H", "H", "H", "H", "H", "H", "H", "H", "H", "H", "H", "C", "C", "C", "C", "Si", "O", "C", "C", "C", "C", "C", "C", "C", "C", "C", "C", "C", "C", "H", "H", "H", "H", "H", "H", "H", "H", "H", "H", "H", "H", "H", "H", "H", "H", "H", "H", "H", "Br", "C", "C", "C", "C", "N", "C", "H", "H", "H", "H"], "positions_angstrom": [[0.22, 0.53, 0.53], [4.74, 0.14, 0.21], [4.10, 1.13, -0.71], [4.82, 1.69, -1.66], [4.25, 2.58, -2.50], [2.94, 2.97, -2.41], [2.39, 3.99, -3.38], [1.25, 3.51, -4.09], [2.13, 2.38, -1.40], [0.80, 2.87, -1.19], [-0.06, 2.41, -0.33], [-1.24, 3.19, -0.14], [-1.19, 4.58, -0.15], [-2.34, 5.34, 0.02], [-3.56, 4.71, 0.22], [-3.62, 3.33, 0.28], [-2.47, 2.58, 0.10], [-2.58, 0.50, 0.28], [2.71, 1.44, -0.55], [2.06, 0.79, 0.38], [5.79, 0.04, -0.05], [4.25, -0.83, 0.13], [4.65, 0.47, 1.25], [4.89, 2.99, -3.26], [3.18, 4.31, -4.06], [2.05, 4.88, -2.85], [1.55, 2.88, -4.75], [0.50, 3.72, -1.79], [-0.23, 5.08, -0.26], [-2.27, 6.42, 0.01], [-4.46, 5.30, 0.36], [-4.57, 2.84, 0.46], [0.64, -4.49, 1.64], [0.55, -4.06, 0.18], [-0.13, -5.15, -0.65], [1.96, -3.78, -0.37], [-0.44, -2.47, 0.05], [0.29, -1.26, 0.89], [-2.16, -2.60, 0.82], [-3.37, -2.75, 0.13], [-4.59, -2.79, 0.81], [-4.62, -2.66, 2.19], [-3.43, -2.51, 2.89], [-2.23, -2.47, 2.22], [-0.54, -1.81, -1.71], [0.25, -0.70, -2.03], [0.14, -0.02, -3.23], [-0.77, -0.47, -4.18], [-1.51, -1.61, -3.93], [-1.40, -2.27, -2.71], [1.27, -5.39, 1.73], [-0.34, -4.74, 2.06], [1.09, -3.71, 2.27], [0.43, -6.09, -0.56], [-0.16, -4.90, -1.71], [-1.15, -5.35, -0.31], [2.57, -4.69, -0.30], [2.46, -3.00, 0.20], [1.93, -3.48, -1.42], [-3.38, -2.84, -0.94], [-5.51, -2.91, 0.25], [-5.57, -2.69, 2.71], [-3.45, -2.42, 3.97], [-1.31, -2.34, 2.78], [1.08, -0.42, -1.37], [0.76, 0.85, -3.43], [-0.87, 0.05, -5.13], [-2.19, -1.99, -4.68], [-1.99, -3.17, -2.55], [2.47, -0.48, 5.57], [1.26, 0.57, 4.58], [0.53, 1.57, 5.18], [-0.35, 2.31, 4.40], [-0.45, 2.02, 3.06], [0.26, 1.04, 2.49], [1.11, 0.32, 3.23], [0.64, 1.77, 6.24], [-0.94, 3.11, 4.83], [-1.12, 2.58, 2.41], [1.65, -0.46, 2.72]], "mulliken_spin": [3.050, 0.009, -0.005, 0.000, 0.009, 0.000, 0.000, 0.000, 0.018, -0.011, -0.071, -0.001, 0.002, 0.001, -0.001, -0.001, -0.003, 0.000, 0.003, 0.050, 0.000, -0.002, -0.001, 0.000, 0.000, 0.000, 0.000, -0.003, 0.000, 0.000, 0.000, 0.000, -0.001, 0.000, 0.001, 0.003, -0.064, 0.054, 0.001, 0.001, 0.001, -0.001, 0.001, 0.003, 0.006, 0.015, 0.009, -0.001, -0.002, 0.001, 0.000, 0.000, -0.001, 0.000, 0.000, 0.000, 0.000, 0.001, 0.000, -0.001, 0.000, 0.000, 0.000, -0.003, -0.026, 0.002, 0.000, 0.000, 0.000, -0.001, -0.012, 0.011, -0.006, 0.032, -0.090, 0.023, 0.000, -0.001, -0.005, 0.008]}

---

{"formula": "C35H35Cl2IN5NaO4SSe", "method": "ωB97M-V/def2-TZVPD", "orbital_gap_ev": 5.11, "charge": -2, "e_homo_ev": -1.58, "elements": ["Na", "C", "C", "N", "C", "C", "C", "O", "C", "C", "N", "C", "C", "C", "C", "C", "C", "I", "C", "O", "H", "H", "H", "H", "H", "H", "H", "H", "H", "H", "H", "H", "O", "N", "N", "O", "C", "C", "C", "C", "C", "C", "H", "H", "H", "H", "H", "C", "C", "C", "C", "C", "C", "Se", "C", "C", "C", "H", "H", "H", "H", "H", "H", "H", "H", "H", "H", "H", "S", "C", "N", "C", "C", "C", "C", "H", "H", "H", "H", "H", "Cl", "C", "Cl", "H", "H"], "positions_angstrom": [[0.56, -0.27, 0.58], [-1.52, -1.86, 4.05], [-1.27, -0.39, 4.18], [-1.15, 0.14, 5.37], [-0.91, 1.47, 5.47], [-0.74, 2.29, 4.38], [-0.47, 3.75, 4.62], [-1.60, 4.59, 4.33], [-0.84, 1.75, 3.07], [-0.59, 2.58, 1.93], [-0.43, 2.17, 0.72], [-0.16, 3.10, -0.28], [0.63, 4.24, -0.09], [0.90, 5.11, -1.13], [0.40, 4.85, -2.40], [-0.37, 3.72, -2.62], [-0.64, 2.85, -1.57], [-1.75, 1.12, -1.93], [-1.16, 0.36, 2.93], [-1.35, -0.23, 1.84], [-1.49, -2.32, 5.04], [-0.79, -2.32, 3.39], [-2.50, -2.04, 3.60], [-0.82, 1.86, 6.47], [0.39, 4.09, 4.02], [-0.23, 3.91, 5.67], [-2.14, 4.12, 3.68], [-0.54, 3.66, 2.12], [1.07, 4.41, 0.88], [1.53, 5.97, -0.96], [0.63, 5.51, -3.23], [-0.74, 3.49, -3.61], [1.56, -2.10, 1.50], [1.95, -1.92, 2.68], [2.15, -0.68, 3.01], [1.99, 0.33, 2.20], [2.52, -0.42, 4.35], [2.78, -1.45, 5.26], [3.13, -1.12, 6.56], [3.23, 0.20, 6.96], [2.96, 1.21, 6.05], [2.61, 0.91, 4.75], [2.68, -2.47, 4.94], [3.32, -1.92, 7.26], [3.49, 0.44, 7.99], [3.01, 2.25, 6.36], [2.38, 1.67, 4.02], [2.61, -3.63, -8.75], [2.36, -3.53, -7.27], [1.37, -4.28, -6.65], [1.14, -4.20, -5.28], [0.04, -5.03, -4.68], [1.92, -3.35, -4.48], [1.66, -3.23, -2.60], [2.92, -2.58, -5.11], [3.76, -1.63, -4.30], [3.12, -2.68, -6.48], [1.82, -4.21, -9.24], [3.56, -4.12, -8.97], [2.64, -2.65, -9.23], [0.75, -4.94, -7.25], [-0.43, -5.66, -5.44], [-0.73, -4.38, -4.24], [0.41, -5.64, -3.86], [3.14, -0.87, -3.82], [4.50, -1.13, -4.93], [4.26, -2.15, -3.49], [3.89, -2.07, -6.94], [3.03, 1.91, -1.79], [3.69, 0.82, -0.69], [4.28, 1.30, 0.44], [4.82, 0.54, 1.43], [4.86, -0.81, 1.30], [4.27, -1.38, 0.15], [3.69, -0.60, -0.81], [4.21, 2.30, 0.56], [5.19, 1.07, 2.29], [5.28, -1.42, 2.09], [4.21, -2.45, 0.03], [3.20, -1.06, -1.66], [-1.99, -2.39, -0.20], [-1.76, -3.07, -1.81], [-2.95, -2.43, -2.98], [-1.89, -4.14, -1.77], [-0.77, -2.81, -2.17]], "lowdin_charge": [0.256, -0.034, -0.266, 0.100, -0.145, -0.197, -0.228, -0.076, -0.090, -0.080, 0.070, -0.357, -0.052, -0.113, -0.116, -0.175, -0.658, 0.961, -0.344, -0.102, 0.067, 0.068, 0.077, 0.094, 0.107, 0.107, 0.074, 0.111, 0.106, 0.094, 0.092, 0.084, -0.147, -0.028, -0.243, -0.157, -0.173, -0.025, -0.106, -0.122, -0.098, -0.024, 0.099, 0.092, 0.086, 0.095, 0.105, -0.084, -0.307, -0.048, -0.316, -0.107, -0.593, 0.608, -0.313, -0.115, -0.045, 0.060, 0.066, 0.066, 0.098, 0.063, 0.047, 0.055, 0.051, 0.067, 0.055, 0.104, 0.593, -0.801, 0.039, -0.104, -0.083, -0.053, -0.110, 0.123, 0.121, 0.101, 0.113, 0.015, 0.554, -1.047, 0.433, 0.021, -0.115]}

---

The energy relative to the best compared isomer or geometry (same formula, charge and spin) results, record by record, are as follows: 0.0, 2.7 kcal per mole.
The F_max results, record by record, are as follows: 0.27, 0.66 eV/Å.
The E results, record by record, are as follows: -161916.916, -166248.507 eV.